2 unconnected molecules or ions with the total composition CI2OS in a non-equilibrium geometry. Source: OMol25; level of theory: ωB97M-V/def2-TZVPD.

Values from the calculation:
* total charge: 0
* HOMO: -8.56 eV
* E_LUMO: -1.90 eV
* energy relative to the best compared isomer or geometry (same formula, charge and spin): 174.4 kJ/mol
* total energy: -1106.85695 Ha
* frontier orbital gap: 0.2450 Ha

Last column: natural (NBO) charge in e.
Atoms and positions in Å:
C  0.789  -0.451  0.108  0.39
O  0.692  -1.581  0.323  -0.47
S  -1.034  1.270  0.002  -0.29
I  2.547  0.527  -0.211  0.23
I  -2.993  0.235  -0.222  0.13

=====

A single C7H15B molecule in a non-equilibrium geometry. Source: OMol25; level of theory: ωB97M-V/def2-TZVPD.

Values from the calculation:
* total charge: 0
* HOMO: -8.74 eV
* E_LUMO: 0.70 eV
* SMILES: CB(C)C(C)=C(C)C
* energy relative to the best compared isomer or geometry (same formula, charge and spin): 370.7 kJ/mol
* total energy: -300.43226 Ha
* frontier orbital gap: 0.3469 Ha

Last column: natural (NBO) charge in e.
Atoms and positions in Å:
B  0.708  -0.239  1.122  0.85
C  -0.267  0.701  -0.202  -0.22
C  -1.189  0.101  -0.917  -0.02
C  0.252  2.155  -0.284  -0.65
C  2.176  -0.479  0.448  -1.06
C  0.830  -0.942  2.901  -0.91
C  -1.519  -1.410  -0.790  -0.66
C  -1.866  0.749  -2.131  -0.65
H  0.303  2.650  0.656  0.21
H  -0.483  2.727  -0.801  0.22
H  1.297  2.268  -0.651  0.22
H  2.849  -0.751  1.225  0.22
H  2.543  0.318  -0.228  0.24
H  2.040  -1.408  -0.137  0.24
H  0.147  -0.609  3.661  0.22
H  1.913  -0.824  3.242  0.22
H  0.652  -1.945  2.558  0.22
H  -0.549  -1.952  -0.907  0.23
H  -1.720  -1.622  0.280  0.22
H  -2.451  -1.512  -1.347  0.22
H  -2.171  1.811  -1.833  0.21
H  -2.816  0.222  -2.184  0.21
H  -1.300  0.834  -3.113  0.23

=====

A molecular structure, C5H12N2 in a non-equilibrium geometry. Source: OMol25; level of theory: ωB97M-V/def2-TZVPD.

Values from the calculation:
* total charge: +2
* HOMO (alpha / beta): -19.44 / -19.44 eV
* E_LUMO (alpha / beta): -11.90 / -11.90 eV
* energy relative to the best compared isomer or geometry (same formula, charge and spin): 406.3 kJ/mol
* total energy: -306.41615 Ha
* frontier orbital gap (alpha / beta): 0.2771 / 0.2772 Ha

Last column: natural (NBO) charge in e.
Atoms and positions in Å:
C  0.525  -0.450  -0.152  0.51
C  1.720  0.505  -0.775  -0.41
C  1.928  0.599  0.637  0.05
C  -1.048  1.414  -0.111  -0.49
C  -1.798  -0.905  0.112  -0.46
N  0.870  -1.728  0.109  -0.69
N  -0.728  0.043  0.036  -0.25
H  2.386  -0.260  -1.240  0.29
H  1.361  1.317  -1.402  0.33
H  2.820  0.150  1.025  0.29
H  1.384  1.356  1.205  0.27
H  -0.091  2.134  -0.082  0.23
H  -1.644  1.694  -1.054  0.30
H  -1.719  1.913  0.624  0.30
H  -2.245  -0.711  1.140  0.28
H  -2.626  -0.801  -0.526  0.29
H  -1.510  -1.983  0.093  0.25
H  1.769  -2.130  -0.075  0.46
H  0.216  -2.228  0.735  0.46

=====

2 unconnected molecules or ions with the total composition H4O2. Source: OMol25; level of theory: ωB97M-V/def2-TZVPD.

Values from the calculation:
* total charge: 0
* HOMO: -11.55 eV
* E_LUMO: 1.06 eV
* SMILES: O.O
* energy relative to the best compared isomer or geometry (same formula, charge and spin): 20.9 kJ/mol
* total energy: -152.86697 Ha
* frontier orbital gap: 0.4632 Ha

Last column: natural (NBO) charge in e.
Atoms and positions in Å:
H  -1.099  3.043  -1.469  0.47
H  -0.568  4.473  -1.224  0.47
O  -1.274  3.863  -0.997  -0.94
H  1.130  -4.104  1.939  0.47
H  0.917  -3.865  0.448  0.47
O  0.893  -3.410  1.303  -0.94

=====

A gas-phase ion, C10H18N2O (charge +2) in a non-equilibrium geometry. Source: OMol25; level of theory: ωB97M-V/def2-TZVPD.

Values from the calculation:
* total charge: +2
* HOMO (alpha / beta): -16.76 / -16.76 eV
* E_LUMO (alpha / beta): -9.61 / -9.61 eV
* SMILES: C=[N+]1C(OC)=[NH+]C=C(C(C)C)[C@H]1C
* energy relative to the best compared isomer or geometry (same formula, charge and spin): 110.7 kJ/mol
* total energy: -575.82590 Ha
* frontier orbital gap (alpha / beta): 0.2627 / 0.2627 Ha

Last column: natural (NBO) charge in e.
Atoms and positions in Å:
C  -1.043  0.640  -0.368  -0.12
C  0.260  0.847  -0.094  0.13
C  -0.963  -1.799  -0.241  0.83
C  1.113  -2.693  0.499  0.16
C  1.077  -0.312  0.473  -0.12
C  1.207  -0.078  2.000  -0.62
C  1.409  2.274  -1.622  -0.60
C  0.127  3.312  0.421  -0.63
C  -2.809  -3.194  -0.860  -0.30
C  0.955  2.137  -0.171  -0.25
N  -1.557  -0.625  -0.550  -0.48
N  0.469  -1.639  0.254  -0.30
O  -1.543  -2.905  -0.288  -0.39
H  -1.609  1.515  -0.687  0.27
H  2.207  -2.574  0.764  0.27
H  0.709  -3.781  0.255  0.29
H  2.156  -0.295  0.050  0.28
H  1.877  -0.766  2.561  0.25
H  0.238  -0.135  2.551  0.24
H  1.552  0.885  2.155  0.26
H  0.514  2.233  -2.149  0.22
H  2.201  1.485  -1.807  0.22
H  2.146  3.141  -1.567  0.27
H  -0.463  3.802  -0.316  0.23
H  0.547  4.120  0.966  0.26
H  -0.583  2.905  1.157  0.21
H  -3.612  -3.255  -0.097  0.26
H  -2.912  -4.140  -1.243  0.26
H  -3.088  -2.514  -1.694  0.22
H  1.980  2.037  0.442  0.22
H  -2.563  -0.627  -0.796  0.47

=====

6 unconnected molecules or ions with the total composition C38H82BrClN7O7S in a non-equilibrium geometry. Source: OMol25; level of theory: ωB97M-V/def2-TZVPD.

Values from the calculation:
* total charge: +1
* HOMO: -10.93 eV
* E_LUMO: -3.45 eV
* total energy: -5839.14925 Ha
* frontier orbital gap: 0.2748 Ha

Last column: Löwdin charge in e.
Atoms and positions in Å:
C  5.261  1.277  2.487  -0.10
C  6.548  0.344  2.586  -0.22
C  6.162  -1.073  2.026  -0.23
C  7.349  -1.854  1.325  -0.19
C  7.673  -3.194  2.098  -0.20
C  6.889  -4.444  1.528  -0.19
C  5.494  -4.678  2.262  -0.20
C  4.337  -4.864  1.225  -0.20
C  4.037  -3.517  0.461  -0.18
C  2.805  -2.747  1.095  -0.14
C  1.588  -2.646  0.068  -0.28
C  0.203  -2.987  0.709  -0.13
N  -0.793  -1.875  0.930  -0.42
Cl  -2.329  -2.537  0.321  0.88
C  -1.090  -1.780  2.414  -0.48
S  0.341  -1.341  3.469  0.91
C  -0.206  -2.035  5.112  -0.45
C  -1.734  -1.758  5.389  -0.16
C  -0.475  -0.550  0.270  -0.43
C  -0.909  -0.458  -1.231  -0.18
C  -2.295  0.093  -1.672  -0.69
C  -2.073  1.447  -2.496  -0.13
Br  -3.733  0.436  -0.394  0.72
O  -0.942  0.450  1.138  -0.14
C  -0.796  1.784  0.685  -0.16
C  -0.030  2.620  1.785  -0.38
C  -0.427  4.131  1.785  -0.04
O  -0.186  2.025  3.076  -0.05
C  1.110  -0.343  0.238  -0.11
N  1.661  -1.375  -0.671  0.00
H  5.493  2.144  1.836  0.07
H  4.373  0.718  2.112  0.05
H  5.040  1.654  3.507  0.07
H  7.398  0.739  1.994  0.10
H  6.812  0.198  3.659  0.11
H  5.732  -1.759  2.792  0.10
H  5.362  -0.960  1.250  0.07
H  7.034  -2.167  0.295  0.10
H  8.265  -1.241  1.189  0.10
H  7.396  -3.078  3.169  0.11
H  8.754  -3.427  1.975  0.10
H  7.468  -5.384  1.633  0.11
H  6.647  -4.265  0.452  0.10
H  5.291  -3.861  2.987  0.09
H  5.592  -5.629  2.830  0.10
H  3.387  -5.234  1.675  0.10
H  4.696  -5.599  0.464  0.11
H  4.956  -2.883  0.477  0.07
H  3.869  -3.777  -0.609  0.11
H  3.200  -1.724  1.324  0.09
H  2.509  -3.181  2.074  0.10
H  1.819  -3.447  -0.681  0.14
H  0.433  -3.534  1.653  0.12
H  -0.251  -3.773  0.067  0.11
H  -1.358  -2.830  2.701  0.09
H  -2.030  -1.224  2.629  0.11
H  0.427  -1.672  5.941  0.09
H  -0.133  -3.144  4.988  0.07
H  -2.387  -2.430  4.786  0.06
H  -2.012  -0.694  5.215  0.08
H  -1.977  -1.986  6.454  0.07
H  -0.137  0.146  -1.760  0.12
H  -0.773  -1.474  -1.675  0.10
H  -2.706  -0.605  -2.438  0.09
H  -1.915  1.154  -3.563  0.08
H  -3.003  2.044  -2.458  0.05
H  -1.161  1.993  -2.186  0.07
H  -0.256  1.939  -0.269  0.12
H  -1.798  2.267  0.576  0.11
H  1.058  2.568  1.538  0.14
H  0.312  4.666  2.425  0.10
H  -1.452  4.257  2.195  0.09
H  -0.364  4.515  0.740  0.10
H  -0.392  2.727  3.699  0.09
H  1.365  0.626  -0.256  0.14
H  1.567  -0.307  1.251  0.10
H  2.636  -1.135  -0.847  0.13
C  -2.176  8.176  0.337  -0.01
C  -2.593  7.346  1.523  -0.56
O  -1.842  7.137  2.464  0.02
N  -3.849  6.825  1.523  0.00
C  -4.879  6.957  0.512  -0.07
H  -1.154  8.519  0.484  0.08
H  -2.213  7.578  -0.576  0.08
H  -2.823  9.049  0.239  0.09
H  -4.055  6.283  2.348  0.14
H  -5.757  7.421  0.964  0.08
H  -5.152  5.961  0.156  0.08
H  -4.547  7.559  -0.329  0.07
C  -1.550  -2.784  -5.862  0.00
C  -0.494  -2.478  -4.833  -0.54
O  -0.485  -1.427  -4.203  0.01
N  0.469  -3.409  -4.613  0.01
C  0.634  -4.703  -5.249  -0.07
H  -2.243  -1.947  -5.921  0.09
H  -1.094  -2.925  -6.842  0.09
H  -2.109  -3.676  -5.576  0.09
H  1.140  -3.131  -3.913  0.13
H  0.603  -5.478  -4.481  0.08
H  1.609  -4.731  -5.738  0.09
H  -0.141  -4.895  -5.984  0.08
C  -4.800  -3.946  6.193  -0.01
C  -3.911  -4.444  7.303  -0.54
O  -2.910  -3.836  7.661  0.02
N  -4.252  -5.608  7.912  0.01
C  -5.386  -6.469  7.640  -0.07
H  -4.400  -3.011  5.808  0.06
H  -4.830  -4.671  5.377  0.09
H  -5.807  -3.762  6.568  0.09
H  -3.612  -5.877  8.644  0.14
H  -5.986  -6.556  8.547  0.09
H  -5.017  -7.459  7.366  0.08
H  -6.006  -6.083  6.836  0.07
C  0.398  1.200  -6.216  -0.01
C  -0.474  2.273  -6.809  -0.56
O  -1.431  2.010  -7.527  0.02
N  -0.175  3.565  -6.525  0.01
C  0.899  4.084  -5.701  -0.07
H  0.030  0.227  -6.531  0.07
H  1.427  1.311  -6.562  0.09
H  0.359  1.246  -5.126  0.07
H  -0.806  4.222  -6.957  0.14
H  0.464  4.667  -4.887  0.08
H  1.522  4.741  -6.312  0.08
H  1.513  3.289  -5.288  0.07
C  -4.389  6.228  -4.278  -0.01
C  -3.458  5.064  -4.496  -0.56
O  -2.540  4.811  -3.724  0.00
N  -3.659  4.285  -5.589  0.01
C  -4.676  4.413  -6.615  -0.07
H  -4.099  6.750  -3.369  0.07
H  -4.324  6.926  -5.114  0.09
H  -5.415  5.875  -4.164  0.09
H  -2.994  3.528  -5.667  0.12
H  -5.266  3.495  -6.640  0.09
H  -4.185  4.540  -7.581  0.09
H  -5.334  5.258  -6.432  0.07